C44H121N11O11 | ωB97M-V with the def2-TZVPD basis set

* calculated total energy: -3178.7483 Eh
* energy relative to the best compared isomer or geometry (same formula, charge and spin): 25.1 kcal/mol
* E_LUMO: 0.4 eV
* Kohn-Sham gap: 8.681 eV
* total charge: 0
* multiplicity: 1
* structure (SMILES): COC[C@H](C)N.COC[C@H](C)N.COC[C@H](C)N.COC[C@H](C)N.COC[C@H](C)N.COC[C@H](C)N.COC[C@H](C)N.COC[C@H](C)N.COC[C@H](C)N.COC[C@H](C)N.COC[C@H](C)N

XYZ file:
```
187
C44H121N11O11, DFT ωB97M-V with the def2-TZVPD basis set
C 15.182 19.899 24.985
C 15.182 20.966 26.085
C 15.427 20.337 27.468
O 15.393 21.372 28.431
C 14.784 20.936 29.617
N 16.227 21.951 25.763
H 14.986 20.210 23.955
H 14.317 19.245 25.149
H 16.128 19.358 24.975
H 14.166 21.376 26.125
H 16.387 19.809 27.462
H 14.643 19.590 27.625
H 13.706 20.777 29.511
H 14.896 21.674 30.416
H 15.276 20.057 30.048
H 16.387 22.516 26.595
H 15.860 22.614 25.087
C 10.608 20.762 25.678
C 9.735 19.808 24.862
C 8.464 19.387 25.579
O 7.633 18.665 24.710
C 6.649 17.900 25.388
N 9.504 20.337 23.510
H 10.743 20.404 26.702
H 10.201 21.769 25.819
H 11.598 20.932 25.253
H 10.366 18.927 24.685
H 7.924 20.265 25.964
H 8.741 18.801 26.468
H 5.918 17.587 24.652
H 6.163 18.455 26.201
H 7.172 17.114 25.945
H 8.751 21.030 23.575
H 8.950 19.589 23.081
C 12.533 16.209 15.104
C 13.558 15.703 16.125
C 12.847 15.374 17.418
O 12.200 16.530 17.913
C 11.257 16.244 18.929
N 14.174 14.534 15.491
H 11.989 17.048 15.547
H 11.808 15.468 14.769
H 13.008 16.638 14.217
H 14.265 16.530 16.266
H 13.578 15.003 18.147
H 12.167 14.538 17.215
H 11.784 15.767 19.761
H 10.474 15.592 18.532
H 10.797 17.167 19.278
H 14.928 14.088 16.022
H 14.647 14.857 14.653
C 9.691 19.005 13.262
C 10.543 20.050 13.949
C 11.823 19.412 14.492
O 12.731 20.304 15.078
C 12.308 20.682 16.385
N 10.772 21.131 12.978
H 8.707 19.372 12.978
H 9.514 18.136 13.906
H 10.225 18.578 12.409
H 10.001 20.487 14.794
H 12.319 18.970 13.616
H 11.623 18.537 15.126
H 12.316 19.794 17.026
H 11.340 21.173 16.485
H 13.085 21.318 16.810
H 11.502 20.786 12.346
H 11.343 21.840 13.444
C 16.576 17.669 11.250
C 17.088 18.063 12.637
C 16.076 18.965 13.348
O 16.618 19.316 14.620
C 15.682 20.051 15.399
N 17.352 16.835 13.384
H 15.729 16.984 11.324
H 17.388 17.169 10.721
H 16.281 18.507 10.617
H 17.998 18.645 12.471
H 15.138 18.432 13.547
H 15.885 19.897 12.806
H 16.153 20.373 16.323
H 14.790 19.451 15.588
H 15.435 20.952 14.827
H 16.496 16.283 13.346
H 17.371 17.121 14.366
C 20.167 19.501 16.273
C 19.233 19.813 17.453
C 18.756 21.262 17.284
O 17.880 21.497 18.371
C 17.198 22.732 18.334
N 18.094 18.899 17.304
H 20.142 18.429 16.082
H 21.186 19.799 16.529
H 19.904 20.022 15.351
H 19.779 19.697 18.387
H 18.239 21.349 16.323
H 19.628 21.920 17.402
H 17.149 23.150 19.343
H 16.138 22.596 18.090
H 17.667 23.450 17.661
H 17.333 19.186 17.909
H 17.800 18.964 16.336
C 12.336 17.407 26.705
C 11.574 16.074 26.797
C 10.425 15.949 25.805
O 10.953 16.112 24.495
C 10.033 15.738 23.498
N 12.533 14.951 26.759
H 13.292 17.374 27.224
H 11.654 18.233 26.915
H 12.640 17.575 25.664
H 11.162 16.040 27.812
H 9.651 16.699 25.987
H 10.011 14.946 25.948
H 10.539 15.844 22.537
H 9.117 16.337 23.464
H 9.740 14.687 23.601
H 13.304 15.223 27.352
H 12.889 14.903 25.810
C 14.190 18.582 18.456
C 15.001 18.196 19.691
C 14.333 18.595 20.992
O 13.049 17.983 21.114
C 12.402 18.245 22.330
N 15.271 16.741 19.551
H 14.613 18.123 17.557
H 14.232 19.654 18.250
H 13.181 18.168 18.507
H 15.975 18.696 19.697
H 14.091 19.667 21.006
H 14.922 18.354 21.883
H 12.698 17.556 23.136
H 11.334 18.078 22.198
H 12.621 19.212 22.790
H 14.380 16.329 19.284
H 15.488 16.420 20.507
C 13.394 14.478 21.289
C 14.310 14.096 22.484
C 15.742 14.527 22.184
O 15.971 15.910 22.198
C 17.334 16.270 22.152
N 13.837 14.861 23.642
H 13.908 14.336 20.334
H 13.212 15.551 21.387
H 12.418 13.992 21.305
H 14.213 13.028 22.680
H 16.000 14.059 21.226
H 16.342 14.019 22.949
H 17.408 17.359 22.115
H 17.878 15.829 21.315
H 17.805 16.030 23.113
H 12.822 14.780 23.678
H 13.930 15.851 23.430
C 18.493 14.706 16.438
C 17.408 14.980 17.458
C 16.797 13.732 18.054
O 16.177 12.997 17.007
C 15.265 12.014 17.443
N 17.822 15.887 18.526
H 19.316 14.080 16.792
H 18.904 15.662 16.106
H 18.158 14.206 15.527
H 16.571 15.431 16.897
H 16.055 14.035 18.804
H 17.528 13.061 18.519
H 15.643 11.576 18.374
H 15.111 11.262 16.675
H 14.298 12.454 17.718
H 16.905 16.085 18.975
H 18.021 16.790 18.096
C 11.696 22.648 19.396
C 10.905 21.689 20.291
C 10.550 20.383 19.593
O 9.534 20.630 18.638
C 9.263 19.502 17.835
N 11.645 21.342 21.510
H 12.717 22.340 19.151
H 11.791 23.601 19.920
H 11.167 22.688 18.444
H 10.013 22.244 20.603
H 10.143 19.715 20.365
H 11.434 19.875 19.194
H 9.128 18.604 18.455
H 10.108 19.167 17.220
H 8.393 19.787 17.251
H 11.930 22.243 21.899
H 11.019 21.019 22.253
```